Record 1
Formula: C20H17N5O
Source: the OMol25 dataset
Level of theory: the ωB97M-V functional and the def2-TZVPD basis

Calculated values
- net charge = 0
- E_HOMO (eV) = -8.4
- structure (SMILES) = Cc1ccc(-n2nnc(-c3nnc(-c4ccccc4)o3)c2C2CC2)cc1
- max |F| (eV/A) = 4.8
- LUMO level (eV) = 0.314
- molecular weight (Da) = 343.39

Structure (XYZ):
```
43
Properties=species:S:1:pos:R:3:mulliken_charge:R:1
N 2.68 -1.30 -0.74 -0.41
N 3.31 -0.57 0.08 -0.75
N 0.74 -2.29 -2.74 -0.57
N -0.38 -3.00 -3.11 -0.28
O -0.97 -1.51 -1.58 -0.27
C 0.35 -1.61 -1.69 0.35
C -1.36 -2.54 -2.41 0.45
C 1.39 -0.97 -0.86 0.84
C 1.10 0.02 0.02 0.16
C -5.31 -3.73 -3.41 -0.30
C -5.13 -2.99 -2.29 -0.50
C -4.29 -4.11 -4.18 -0.44
C -3.86 -2.58 -1.80 -0.48
C -3.00 -3.70 -3.85 -0.32
C 1.92 0.99 2.96 -0.03
C 3.46 2.12 1.47 0.08
C 2.12 1.94 3.96 -0.98
C 3.68 3.10 2.44 -0.88
C -2.77 -2.94 -2.61 0.11
C 2.56 1.10 1.72 -0.75
C 3.07 3.00 3.66 1.21
N 2.29 0.22 0.62 0.66
C 3.42 4.11 4.56 -1.60
C -0.73 1.58 -0.72 -0.57
C -0.26 2.14 0.60 -0.77
C -0.18 0.69 0.34 -0.16
H -6.36 -3.82 -3.64 0.33
H -5.99 -2.53 -1.91 0.38
H -4.29 -4.59 -5.20 0.28
H -3.65 -2.03 -0.87 0.41
H -2.18 -3.92 -4.50 0.43
H 1.28 0.13 3.22 0.43
H 3.89 2.20 0.47 0.42
H 1.89 1.95 5.01 0.40
H 4.28 3.86 2.05 0.38
H 3.50 5.02 4.01 0.37
H 4.35 3.94 5.09 0.31
H 2.77 4.12 5.35 0.48
H -0.30 1.85 -1.67 0.28
H -1.85 1.48 -0.75 0.24
H -1.01 2.56 1.30 0.22
H 0.62 2.65 0.71 0.30
H -0.80 -0.01 0.89 0.50
```

Record 2
Formula: C25H54Br10N2O7
Source: the OMol25 dataset
Level of theory: the ωB97M-V functional and the def2-TZVPD basis

Calculated values
- net charge = 0
- E_HOMO (eV) = -8.6
- structure (SMILES) = COCCNCCOC.COCCNCCOC.O=C1OCCO1.BrCCBr.BrCCBr.BrCCBr.BrCCBr.BrCCBr
- max |F| (eV/A) = 4.7
- LUMO level (eV) = 0.226
- molecular weight (Da) = 1293.75

Structure (XYZ):
```
98
Properties=species:S:1:pos:R:3:mulliken_charge:R:1
C -7.54 -7.46 8.05 -0.75
O -7.88 -6.13 7.66 -0.31
C -6.72 -5.27 7.45 -0.37
C -7.39 -3.91 7.17 -0.69
N -6.56 -2.88 6.65 -0.46
C -6.16 -3.24 5.25 -0.46
C -5.66 -2.03 4.45 -0.65
O -6.54 -1.66 3.36 -0.34
C -6.23 -0.38 2.82 -0.78
H -7.18 -8.04 7.20 0.29
H -8.48 -8.00 8.19 0.27
H -6.95 -7.48 8.97 0.30
H -6.24 -5.69 6.57 0.31
H -5.99 -5.25 8.25 0.32
H -7.90 -3.73 8.12 0.37
H -8.28 -3.97 6.54 0.40
H -7.04 -2.02 6.44 0.30
H -6.97 -3.62 4.62 0.36
H -5.44 -4.06 5.26 0.27
H -4.67 -2.29 4.08 0.30
H -5.55 -1.13 5.06 0.42
H -5.14 -0.41 2.77 0.31
H -6.55 0.47 3.42 0.30
H -6.35 -0.21 1.75 0.32
C -3.38 8.75 -2.48 -0.91
O -2.61 7.67 -2.93 -0.27
C -1.29 7.61 -2.49 -0.53
C -0.56 7.24 -3.73 -0.94
N -0.30 8.13 -4.83 -0.36
C -1.47 8.32 -5.71 -0.32
C -1.02 8.95 -7.06 -0.71
O 0.21 8.47 -7.69 -0.38
C 0.14 7.16 -8.35 -0.61
H -3.27 9.71 -2.98 0.33
H -3.44 9.10 -1.45 0.34
H -4.44 8.59 -2.63 0.33
H -1.24 6.82 -1.74 0.30
H -0.75 8.48 -2.11 0.37
H -0.61 6.17 -3.88 0.45
H 0.47 7.09 -3.40 0.52
H 0.48 7.79 -5.37 0.28
H -2.29 8.88 -5.27 0.24
H -1.78 7.29 -5.90 0.36
H -0.76 9.98 -6.83 0.32
H -1.81 8.99 -7.81 0.41
H -0.68 7.07 -9.05 0.28
H -0.01 6.44 -7.54 0.24
H 1.09 6.95 -8.86 0.23
Br 10.59 -0.31 -10.40 -0.16
C 9.27 -0.59 -8.99 -0.59
C 8.35 0.67 -8.83 -0.61
Br 6.96 0.18 -7.43 -0.17
H 9.76 -0.98 -8.09 0.40
H 8.65 -1.45 -9.25 0.35
H 8.10 1.11 -9.80 0.42
H 8.89 1.46 -8.31 0.35
Br -4.40 -7.17 0.47 -0.16
C -3.61 -6.15 -1.02 -0.51
C -4.82 -5.43 -1.63 -0.61
Br -4.10 -3.85 -2.71 -0.19
H -3.06 -6.87 -1.63 0.35
H -2.96 -5.40 -0.57 0.36
H -5.39 -5.03 -0.79 0.39
H -5.43 -6.05 -2.28 0.38
Br 4.92 6.38 5.10 -0.16
C 3.09 5.72 4.70 -0.65
C 2.14 6.12 5.84 -0.59
Br 0.31 5.60 5.23 -0.17
H 3.12 4.64 4.60 0.38
H 2.69 6.21 3.81 0.40
H 2.21 7.20 5.95 0.39
H 2.46 5.64 6.76 0.40
Br 2.33 -2.04 0.75 -0.13
C 2.32 -0.13 0.60 -0.37
C 3.72 0.27 0.10 -0.79
Br 4.16 2.24 -0.34 -0.19
H 2.21 0.29 1.60 0.31
H 1.53 0.29 -0.03 0.36
H 3.91 -0.18 -0.88 0.39
H 4.51 -0.15 0.72 0.42
Br 6.72 -6.64 8.30 -0.15
C 7.39 -4.83 7.74 -0.53
C 6.12 -3.89 7.32 -0.61
Br 6.65 -2.25 6.23 -0.16
H 8.30 -4.95 7.15 0.41
H 7.67 -4.42 8.71 0.29
H 5.30 -3.64 7.99 0.42
H 5.53 -4.59 6.72 0.33
C 4.76 -7.00 -5.25 -0.20
C 4.99 -7.89 -4.02 -0.27
O 6.05 -7.30 -3.22 -0.34
C 6.16 -5.98 -3.68 0.65
O 6.74 -5.12 -3.06 -0.50
O 5.48 -5.85 -4.85 -0.32
H 3.75 -6.69 -5.51 0.25
H 5.04 -7.59 -6.12 0.24
H 5.49 -8.78 -4.38 0.23
H 4.16 -8.10 -3.34 0.26
```

Record 3
Formula: C3H12NO2
Source: the OMol25 dataset
Level of theory: the ωB97M-V functional and the def2-TZVPD basis

Calculated values
- net charge = +1
- E_HOMO (eV) = -14.3
- max |F| (eV/A) = 1.7
- LUMO level (eV) = -3.135
- molecular weight (Da) = 94.13

Structure (XYZ):
```
18
Properties=species:S:1:pos:R:3:mulliken_charge:R:1
C -1.44 -0.84 -0.65 -1.24
C -0.15 -1.29 -0.08 0.86
C 0.37 -2.49 -0.04 -0.97
N 0.66 -0.16 0.44 -0.12
H -2.01 -1.68 -1.03 0.38
H -2.10 -0.47 0.15 0.31
H -1.40 -0.11 -1.45 0.33
H 1.34 -2.76 0.36 0.24
H -0.06 -3.38 -0.49 0.27
H 0.94 0.39 -0.36 0.32
H 1.50 -0.39 0.91 0.39
H 0.09 0.51 1.02 0.30
H 2.17 2.84 -0.86 0.29
H 1.65 2.14 -2.07 0.32
O 1.74 2.02 -1.12 -0.64
H -1.38 2.09 1.06 0.35
H -0.78 2.11 2.44 0.32
O -1.13 1.49 1.78 -0.70
```

Record 4
Formula: C19H41BN6PtSi4Te
Source: the OMol25 dataset
Level of theory: the ωB97M-V functional and the def2-TZVPD basis

Calculated values
- net charge = +2
- E_HOMO (alpha / beta) (eV) = -12.9 / -12.8
- max |F| (eV/A) = 5.2
- LUMO level (alpha / beta) (eV) = -6.991 / -10.163
- molecular weight (Da) = 799.41
- multiplicity = 3

Structure (XYZ):
```
73
Properties=species:S:1:pos:R:3:lowdin_spin:R:1
C 1.43 -2.71 -2.68 0.01
N 2.04 -1.54 -2.36 0.01
N 3.36 -1.81 -2.06 0.00
C 3.58 -3.14 -2.28 0.00
C 2.39 -3.73 -2.64 0.00
B 4.51 -0.78 -1.76 0.00
N 4.13 0.50 -2.59 0.00
N 2.85 0.91 -2.92 0.05
C 2.92 1.90 -3.85 0.01
C 4.27 2.12 -4.13 0.00
C 5.00 1.23 -3.35 0.00
Pt 1.16 0.32 -2.03 0.16
N 5.10 -0.66 -0.27 0.00
N 4.50 0.03 0.78 0.00
C 5.27 -0.12 1.86 0.00
C 6.43 -0.86 1.54 0.00
C 6.29 -1.16 0.17 0.00
H 5.01 0.31 2.83 0.00
H 6.94 -1.72 -0.49 0.00
H 7.24 -1.12 2.20 0.00
H 5.46 -1.23 -2.37 0.00
H 6.07 1.04 -3.33 0.00
H 4.59 -3.54 -2.15 0.00
H 4.66 2.84 -4.84 0.00
H 2.23 -4.77 -2.83 0.00
H 2.05 2.44 -4.21 0.00
H 0.37 -2.77 -2.88 0.00
H 1.81 1.92 -0.82 0.01
C 0.95 2.34 -1.39 0.02
H 1.35 3.22 -1.90 0.00
H 0.39 1.75 -2.26 0.00
H 0.18 2.60 -0.65 0.00
C -3.22 -3.06 0.26 0.01
Si -2.95 -2.00 1.79 0.07
C -4.59 -1.58 2.62 0.02
C -1.86 -2.90 3.03 0.01
Si -1.91 -0.02 1.01 0.32
Te 0.42 -0.53 0.43 0.78
Si -3.21 0.85 -0.74 0.14
C -5.03 0.61 -0.29 0.02
C -2.85 2.69 -0.91 0.02
C -2.85 -0.08 -2.34 0.04
Si -1.86 1.54 2.75 0.14
C -3.64 2.03 3.14 0.03
C -1.04 0.76 4.25 0.04
C -0.86 3.05 2.23 0.01
H -3.69 -4.01 0.59 0.00
H -2.27 -3.31 -0.22 0.00
H -3.88 -2.59 -0.48 0.00
H -5.07 -2.53 2.89 0.00
H -4.44 -1.00 3.55 0.00
H -5.27 -1.02 1.97 0.00
H -0.90 -3.19 2.59 0.00
H -1.66 -2.31 3.93 0.00
H -2.38 -3.82 3.34 0.00
H -5.31 1.12 0.64 0.00
H -5.62 1.05 -1.11 0.01
H -5.30 -0.45 -0.20 0.00
H -1.85 2.89 -1.32 0.00
H -3.59 3.11 -1.61 0.00
H -2.94 3.24 0.04 0.00
H -1.81 0.06 -2.67 0.00
H -3.03 -1.15 -2.24 0.00
H -3.52 0.31 -3.12 0.01
H -4.21 1.21 3.59 0.00
H -3.60 2.86 3.86 0.01
H -4.19 2.38 2.25 0.00
H -0.04 0.37 4.00 0.00
H -0.92 1.54 5.01 0.01
H -1.63 -0.06 4.68 0.00
H 0.15 2.77 1.90 0.00
H -1.34 3.64 1.43 0.00
H -0.76 3.70 3.12 0.00
```

Record 5
Formula: C20H40O15
Source: the OMol25 dataset
Level of theory: the ωB97M-V functional and the def2-TZVPD basis

Calculated values
- net charge = 0
- E_HOMO (eV) = -9.4
- max |F| (eV/A) = 6.1
- LUMO level (eV) = 0.694
- molecular weight (Da) = 520.53

Structure (XYZ):
```
75
Properties=species:S:1:pos:R:3:mulliken_charge:R:1
C 10.09 7.07 6.22 -1.67
C 9.58 6.55 7.53 -0.02
O 8.22 6.18 7.54 0.08
C 7.82 4.97 7.06 0.57
O 8.38 4.25 6.29 -0.57
O 6.70 4.63 7.77 -0.14
C 6.08 3.35 7.47 -0.79
H 11.17 7.18 6.28 0.45
H 9.66 8.07 6.08 0.34
H 9.90 6.40 5.39 0.30
H 9.69 7.14 8.43 0.50
H 10.11 5.60 7.67 0.14
H 5.92 3.16 6.41 0.33
H 5.10 3.30 7.93 0.28
H 6.77 2.62 7.90 0.25
C -0.07 6.73 7.56 -1.30
C 1.02 7.56 6.90 -0.12
O 2.07 7.36 7.69 -0.32
C 3.28 7.53 7.24 0.66
O 3.60 7.75 6.07 -0.61
O 4.12 7.56 8.27 -0.31
C 5.51 7.82 7.94 -0.64
H -0.95 6.72 6.91 0.38
H -0.34 7.22 8.50 0.32
H 0.30 5.77 7.91 0.34
H 0.70 8.60 7.00 0.28
H 1.21 7.04 5.96 0.29
H 6.22 8.02 8.75 -0.28
H 5.59 8.70 7.31 0.57
H 5.95 7.01 7.35 0.12
C 10.41 4.87 10.36 -1.25
C 9.61 3.73 9.82 -0.12
O 9.11 2.91 10.88 -0.43
C 8.31 1.91 10.52 0.80
O 7.91 1.59 9.41 -0.64
O 8.02 1.20 11.71 -0.31
C 7.37 -0.07 11.45 -0.70
H 11.31 4.41 10.77 0.51
H 9.92 5.53 11.07 0.11
H 10.82 5.28 9.44 0.40
H 10.24 3.15 9.14 0.58
H 8.75 4.11 9.26 0.85
H 6.66 -0.09 10.62 0.32
H 6.84 -0.26 12.39 0.27
H 8.08 -0.88 11.30 0.29
C 7.54 4.83 11.30 -2.07
C 7.27 5.13 9.81 0.57
O 6.54 6.39 9.67 -0.07
C 7.20 7.56 9.89 0.87
O 8.39 7.69 10.21 -0.68
O 6.24 8.52 9.94 -0.09
C 6.51 9.83 10.26 -1.44
H 6.62 4.92 11.88 0.40
H 8.27 5.45 11.82 0.44
H 7.96 3.83 11.37 0.86
H 6.62 4.32 9.45 0.50
H 8.22 5.10 9.27 -1.13
H 6.56 9.89 11.35 0.22
H 5.97 10.67 9.83 0.86
H 7.48 10.24 9.95 0.51
C 7.63 12.31 9.94 -1.48
C 7.92 11.45 8.68 0.62
O 7.59 12.26 7.60 -0.32
C 8.04 12.06 6.35 0.75
O 8.74 11.12 5.95 -0.60
O 7.68 13.09 5.66 -0.36
C 8.01 13.06 4.31 -0.68
H 6.63 12.16 10.35 0.46
H 7.53 13.36 9.67 0.40
H 8.27 12.19 10.82 0.38
H 7.29 10.56 8.53 -0.19
H 8.97 11.16 8.68 0.31
H 9.05 12.82 4.08 0.30
H 7.77 14.02 3.87 0.24
H 7.32 12.36 3.84 0.32
```

Record 6
Formula: C38H39BF19GeN5O5PS3Ta
Source: the OMol25 dataset
Level of theory: the ωB97M-V functional and the def2-TZVPD basis

Calculated values
- net charge = +2
- E_HOMO (eV) = -12.8
- max |F| (eV/A) = 1.6
- LUMO level (eV) = -6.504
- molecular weight (Da) = 1398.27

Structure (XYZ):
```
113
Properties=species:S:1:pos:R:3:mulliken_charge:R:1
Ta -0.69 0.15 0.22 0.88
N -1.98 3.43 3.37 -0.38
N -0.96 4.37 3.22 -0.31
C -0.02 4.24 2.27 0.41
N 1.03 5.03 2.34 -0.34
N -0.29 3.31 1.31 -0.17
N 0.69 2.94 0.52 1.04
O 0.46 1.87 -0.19 -0.13
O 1.75 3.48 0.35 -0.86
H -2.81 3.91 3.68 0.29
H -1.70 2.75 4.07 0.27
H -0.77 5.00 3.98 0.19
H 1.18 5.64 3.14 0.21
H 1.76 4.94 1.66 0.19
O 1.12 1.65 2.98 -0.51
C 1.11 0.46 2.80 -0.17
O 0.27 -0.07 1.83 1.14
C 1.92 -0.51 3.55 0.97
C 2.86 0.04 4.43 -0.68
C 3.65 -0.80 5.19 -0.84
C 3.50 -2.17 5.09 -0.57
C 2.56 -2.71 4.22 -1.00
C 1.77 -1.89 3.44 1.22
H 2.97 1.11 4.49 0.48
H 4.39 -0.38 5.87 0.44
H 4.11 -2.83 5.69 0.44
H 2.46 -3.79 4.15 0.33
H 1.06 -2.30 2.74 -0.63
O -2.17 1.45 -0.04 -0.14
S -2.29 2.84 -0.79 0.74
C -3.65 2.62 -1.96 -0.46
C -4.62 3.76 -1.66 -0.90
C -4.71 3.83 -0.13 -0.49
C -3.26 3.83 0.37 -0.08
H -4.07 1.64 -1.74 0.15
H -3.22 2.61 -2.96 0.52
H -5.58 3.54 -2.12 0.45
H -4.27 4.70 -2.07 0.33
H -5.24 2.97 0.26 0.08
H -5.22 4.73 0.20 0.47
H -3.09 3.39 1.35 -0.53
H -2.81 4.83 0.34 0.66
C 0.44 -4.55 -1.12 -1.03
S 0.91 -3.87 0.48 0.53
C 1.11 -5.41 1.39 -1.04
H -0.30 -5.34 -0.99 0.50
H 1.31 -4.96 -1.63 0.35
H 0.00 -3.76 -1.73 0.07
H 1.88 -6.03 0.92 0.41
H 0.17 -5.97 1.44 0.33
H 1.44 -5.18 2.40 0.18
F -2.07 -0.99 -1.05 0.68
B -2.18 -0.50 -2.51 -0.46
F -1.62 -1.43 -3.31 -0.18
F -1.41 0.70 -2.41 0.01
F -3.51 -0.25 -2.72 -0.35
C -4.22 0.64 2.30 -1.21
C -4.11 -0.58 1.39 -0.72
P -2.47 -1.39 1.49 0.35
C -2.61 -3.09 0.83 -0.16
C -4.03 -3.57 0.54 -1.61
C -2.11 -1.57 3.26 -0.29
C -3.16 -2.35 4.05 -1.36
H -5.15 1.17 2.11 0.43
H -3.39 1.34 2.15 0.07
H -4.22 0.35 3.35 0.34
H -4.27 -0.33 0.34 0.20
H -4.86 -1.32 1.65 0.74
H -2.11 -3.73 1.56 0.68
H -2.00 -3.14 -0.07 -0.09
H -4.65 -3.57 1.44 0.37
H -3.99 -4.59 0.16 0.46
H -4.52 -2.95 -0.22 0.33
H -1.96 -0.57 3.68 0.40
H -1.14 -2.07 3.32 0.22
H -4.14 -1.86 4.02 0.32
H -2.86 -2.44 5.09 0.43
H -3.28 -3.36 3.65 0.30
F 5.13 -1.34 -2.06 -0.27
C 4.32 -2.19 -2.70 0.26
C 3.05 -1.80 -3.10 -0.41
C 2.27 -2.75 -3.73 0.41
F 1.02 -2.45 -4.08 -0.43
C 2.72 -4.03 -3.99 -0.01
F 1.94 -4.92 -4.59 -0.34
C 4.01 -4.38 -3.59 0.82
F 4.45 -5.60 -3.82 -0.29
C 4.81 -3.46 -2.94 0.03
F 6.03 -3.80 -2.56 -0.29
Ge 2.28 -0.09 -2.61 0.54
S 0.79 -1.01 -1.14 -0.35
C 3.55 1.05 -1.69 0.49
C 3.78 1.10 -0.32 -0.73
F 3.08 0.34 0.53 -0.32
C 4.74 1.92 0.23 0.20
F 4.90 1.97 1.55 -0.31
C 5.51 2.72 -0.59 0.65
F 6.42 3.51 -0.06 -0.30
C 5.33 2.68 -1.96 0.18
F 6.08 3.43 -2.76 -0.29
C 4.36 1.85 -2.48 0.23
F 4.22 1.81 -3.81 -0.35
C 1.41 0.85 -4.07 0.85
C 0.68 2.01 -3.86 -0.25
F 0.64 2.55 -2.63 -0.42
C 0.00 2.66 -4.86 0.27
F -0.72 3.75 -4.58 -0.37
C 0.08 2.19 -6.15 0.75
F -0.56 2.81 -7.12 -0.29
C 0.85 1.07 -6.43 0.15
F 0.96 0.63 -7.67 -0.28
C 1.50 0.42 -5.39 -0.09
F 2.26 -0.62 -5.71 -0.32
```

Copy entry 4 word for word.
Formula: C19H41BN6PtSi4Te
Source: the OMol25 dataset
Level of theory: the ωB97M-V functional and the def2-TZVPD basis

Calculated values
- net charge = +2
- E_HOMO (alpha / beta) (eV) = -12.9 / -12.8
- max |F| (eV/A) = 5.2
- LUMO level (alpha / beta) (eV) = -6.991 / -10.163
- molecular weight (Da) = 799.41
- multiplicity = 3

Structure (XYZ):
```
73
Properties=species:S:1:pos:R:3:lowdin_spin:R:1
C 1.43 -2.71 -2.68 0.01
N 2.04 -1.54 -2.36 0.01
N 3.36 -1.81 -2.06 0.00
C 3.58 -3.14 -2.28 0.00
C 2.39 -3.73 -2.64 0.00
B 4.51 -0.78 -1.76 0.00
N 4.13 0.50 -2.59 0.00
N 2.85 0.91 -2.92 0.05
C 2.92 1.90 -3.85 0.01
C 4.27 2.12 -4.13 0.00
C 5.00 1.23 -3.35 0.00
Pt 1.16 0.32 -2.03 0.16
N 5.10 -0.66 -0.27 0.00
N 4.50 0.03 0.78 0.00
C 5.27 -0.12 1.86 0.00
C 6.43 -0.86 1.54 0.00
C 6.29 -1.16 0.17 0.00
H 5.01 0.31 2.83 0.00
H 6.94 -1.72 -0.49 0.00
H 7.24 -1.12 2.20 0.00
H 5.46 -1.23 -2.37 0.00
H 6.07 1.04 -3.33 0.00
H 4.59 -3.54 -2.15 0.00
H 4.66 2.84 -4.84 0.00
H 2.23 -4.77 -2.83 0.00
H 2.05 2.44 -4.21 0.00
H 0.37 -2.77 -2.88 0.00
H 1.81 1.92 -0.82 0.01
C 0.95 2.34 -1.39 0.02
H 1.35 3.22 -1.90 0.00
H 0.39 1.75 -2.26 0.00
H 0.18 2.60 -0.65 0.00
C -3.22 -3.06 0.26 0.01
Si -2.95 -2.00 1.79 0.07
C -4.59 -1.58 2.62 0.02
C -1.86 -2.90 3.03 0.01
Si -1.91 -0.02 1.01 0.32
Te 0.42 -0.53 0.43 0.78
Si -3.21 0.85 -0.74 0.14
C -5.03 0.61 -0.29 0.02
C -2.85 2.69 -0.91 0.02
C -2.85 -0.08 -2.34 0.04
Si -1.86 1.54 2.75 0.14
C -3.64 2.03 3.14 0.03
C -1.04 0.76 4.25 0.04
C -0.86 3.05 2.23 0.01
H -3.69 -4.01 0.59 0.00
H -2.27 -3.31 -0.22 0.00
H -3.88 -2.59 -0.48 0.00
H -5.07 -2.53 2.89 0.00
H -4.44 -1.00 3.55 0.00
H -5.27 -1.02 1.97 0.00
H -0.90 -3.19 2.59 0.00
H -1.66 -2.31 3.93 0.00
H -2.38 -3.82 3.34 0.00
H -5.31 1.12 0.64 0.00
H -5.62 1.05 -1.11 0.01
H -5.30 -0.45 -0.20 0.00
H -1.85 2.89 -1.32 0.00
H -3.59 3.11 -1.61 0.00
H -2.94 3.24 0.04 0.00
H -1.81 0.06 -2.67 0.00
H -3.03 -1.15 -2.24 0.00
H -3.52 0.31 -3.12 0.01
H -4.21 1.21 3.59 0.00
H -3.60 2.86 3.86 0.01
H -4.19 2.38 2.25 0.00
H -0.04 0.37 4.00 0.00
H -0.92 1.54 5.01 0.01
H -1.63 -0.06 4.68 0.00
H 0.15 2.77 1.90 0.00
H -1.34 3.64 1.43 0.00
H -0.76 3.70 3.12 0.00
```

Question: Which of these has the highest molecular weight?
Answer: C38H39BF19GeN5O5PS3Ta

Question: Which of these has the highest max |F|?
Answer: C20H40O15